# 1
ORCA calculation (wB97M-V/def2-TZVPD) on a cluster of 2 separate species, CH4FINP in total in a non-equilibrium geometry.

CARTESIAN COORDINATES (ANGSTROEM)
C  0.205  0.640  1.147
N  0.360  0.120  -0.196
F  -2.583  -1.517  -0.449
P  0.212  -1.384  -0.875
I  0.536  -0.857  -3.192
H  0.473  1.754  1.045
H  -0.796  0.475  1.569
H  0.969  0.095  1.856
H  0.624  0.674  -0.904

Computed properties:
- Calculated total energy: -834.0802 hartree
- ΔE to the lowest compared entry with this formula, charge and spin: 345.0 kJ/mol
- Orbital gap (alpha / beta): 7.128 / 7.127 eV
- Charge: 0
- F_max: 4.37 eV Å⁻¹

Löwdin population analysis, charges in e, atoms 1 to 4: -0.130 -0.436 -0.708 0.598



# 2
ORCA calculation (wB97M-V/def2-TZVPD) on a structure of composition C18H35NP2PmS2 in a non-equilibrium geometry.

CARTESIAN COORDINATES (ANGSTROEM)
Pm  0.640  0.101  -0.949
S  -1.082  2.314  -1.310
S  -0.875  -2.269  -0.945
C  -2.925  2.276  -1.209
C  -1.019  2.407  -3.127
C  -1.382  1.083  -3.774
N  -0.497  -0.035  -3.282
C  -1.109  -1.365  -3.608
C  -0.535  -2.488  -2.746
H  -0.020  2.755  -3.409
H  -1.743  3.181  -3.402
H  -1.283  1.197  -4.864
H  -2.421  0.808  -3.560
H  -0.905  -1.633  -4.662
H  -2.195  -1.278  -3.466
H  0.558  -2.580  -2.844
H  -0.994  -3.443  -3.043
C  -2.725  -2.518  -0.955
H  0.328  0.028  -3.878
H  -3.189  -1.665  -1.470
H  -3.069  -2.583  0.085
H  -2.973  -3.460  -1.470
H  -3.219  2.304  -0.157
H  -3.349  1.405  -1.720
H  -3.268  3.192  -1.697
C  3.348  -0.348  -1.998
C  4.351  -0.641  -1.126
H  3.042  0.696  -2.220
H  2.987  -1.090  -2.722
H  5.018  0.119  -0.701
H  4.639  -1.665  -0.858
C  2.733  1.167  0.486
P  1.303  1.658  1.516
C  2.071  2.855  2.605
C  1.324  0.055  2.456
C  2.531  -0.527  2.891
C  2.454  -1.640  3.734
C  1.210  -2.186  4.061
C  0.037  -1.752  3.424
C  0.085  -0.642  2.576
P  -1.376  -0.036  1.613
C  -2.712  -1.106  2.280
C  -1.827  1.345  2.728
H  3.658  1.484  0.979
H  2.671  1.642  -0.511
H  2.797  0.061  0.457
H  1.843  2.615  3.646
H  3.154  2.943  2.460
H  1.578  3.792  2.323
H  3.518  -0.131  2.587
H  3.367  -2.059  4.162
H  1.146  -2.982  4.796
H  -0.904  -2.258  3.607
H  -2.854  -0.876  3.344
H  -3.648  -0.858  1.765
H  -2.504  -2.173  2.179
H  -1.843  0.937  3.748
H  -1.108  2.170  2.697
H  -2.836  1.698  2.478

Computed properties:
- <S²>: 6.01
- Spin multiplicity: 5
- Calculated total energy: -2848.0693 hartree
- ΔE to the lowest compared entry with this formula, charge and spin: 0.0 kJ/mol
- Orbital gap (alpha / beta): 7.099 / 7.556 eV
- Charge: +3
- F_max: 1.99 eV Å⁻¹

Löwdin population analysis, charges in e, atoms 1 to 4: 1.383 0.739 0.732 -0.277



# 3
ORCA calculation (wB97M-V/def2-TZVPD) on a structure of composition C18H21MnN8O10 in a non-equilibrium geometry.

CARTESIAN COORDINATES (ANGSTROEM)
Mn  0.520  0.932  0.318
C  1.290  3.399  1.909
O  0.237  2.395  1.621
C  -0.885  2.302  2.550
C  -2.046  1.838  1.808
O  -1.644  0.773  1.019
C  -2.682  0.176  0.205
C  -3.322  -0.986  0.953
O  -2.358  -1.821  1.471
C  -2.958  -2.842  2.192
H  2.141  3.053  1.315
H  1.529  3.328  2.979
H  0.933  4.286  1.596
H  -1.171  3.285  2.944
H  -0.494  1.771  3.403
H  -2.368  2.736  1.187
H  -2.906  1.555  2.425
H  -2.123  -0.203  -0.632
H  -3.405  0.928  -0.198
H  -3.936  -1.528  0.186
H  -4.045  -0.795  1.762
H  -3.571  -2.373  2.982
H  -2.219  -3.484  2.601
H  -3.603  -3.385  1.475
N  4.826  0.985  -0.507
C  3.919  0.505  0.338
N  2.776  1.155  0.167
C  3.000  2.028  -0.873
N  4.304  1.975  -1.261
C  1.949  2.829  -1.556
C  2.118  3.969  -2.336
N  1.045  4.573  -2.832
C  -0.136  4.041  -2.641
C  -0.342  2.896  -1.887
N  0.716  2.322  -1.313
H  5.755  0.685  -0.676
H  4.011  -0.273  1.069
H  3.045  4.493  -2.475
H  -0.954  4.598  -3.050
H  -1.377  2.550  -1.665
O  0.317  -6.607  -0.127
N  0.056  -5.910  -1.079
O  -0.197  -6.278  -2.192
C  0.053  -4.421  -0.903
C  0.354  -3.811  0.289
C  0.372  -2.388  0.307
C  0.289  -1.625  -0.837
O  0.394  -0.264  -1.049
C  0.136  -2.365  -2.041
C  -0.009  -3.683  -2.100
N  -0.029  -1.613  -3.302
O  0.830  -1.899  -4.102
O  -0.951  -0.855  -3.423
N  0.691  -1.700  1.596
O  0.868  -2.291  2.651
O  0.877  -0.450  1.620
H  0.569  -4.439  1.189
H  -0.190  -4.075  -3.071

Computed properties:
- <S²>: 6.05
- Spin multiplicity: 5
- Calculated total energy: -3039.0759 hartree
- ΔE to the lowest compared entry with this formula, charge and spin: 47.4 kJ/mol
- Orbital gap (alpha / beta): 7.021 / 7.600 eV
- Charge: +2
- F_max: 4.19 eV Å⁻¹

Löwdin population analysis, charges in e, atoms 1 to 4: 1.065 0.059 -0.304 -0.122



# 4
ORCA calculation (wB97M-V/def2-TZVPD) on a cluster of 7 separate species, C49H98BBrN2O23PS2 in total in a non-equilibrium geometry.

CARTESIAN COORDINATES (ANGSTROEM)
C  8.955  3.614  1.823
C  8.612  2.035  1.848
C  7.214  1.837  2.590
C  6.102  1.475  1.450
O  4.863  0.991  1.806
N  3.636  1.494  2.009
B  3.773  2.933  2.582
O  2.838  3.492  3.561
O  4.770  3.930  2.369
C  3.268  0.563  3.203
C  4.169  0.802  4.496
C  3.552  -1.005  2.822
S  5.132  -1.765  3.392
C  6.238  -2.290  2.016
C  5.871  -3.816  1.625
C  1.767  0.614  3.711
N  1.579  1.227  5.107
C  0.346  1.600  5.180
S  -1.304  1.687  5.293
O  0.933  1.445  2.894
C  1.077  1.222  1.451
C  0.432  -0.237  1.356
C  -0.062  2.207  0.909
C  -1.578  1.757  1.204
C  -2.326  1.043  -0.016
C  -2.823  -0.438  0.434
O  -2.291  -1.487  -0.408
C  2.592  1.447  0.867
C  2.753  0.404  -0.336
Br  4.568  -0.401  -0.821
C  2.242  0.781  -1.806
C  0.691  0.821  -2.130
P  2.824  3.098  -0.007
C  1.906  4.650  0.354
C  0.985  5.064  -0.929
C  4.320  3.629  -0.888
C  5.250  2.800  -1.846
H  9.484  3.841  2.808
H  9.599  3.820  0.911
H  7.966  4.163  1.700
H  8.581  1.701  0.747
H  9.456  1.414  2.320
H  7.308  0.867  3.205
H  6.896  2.692  3.261
H  6.684  0.700  0.825
H  6.144  2.413  0.777
H  2.004  3.748  3.120
H  5.197  4.120  3.238
H  3.895  -0.047  5.225
H  5.288  0.793  4.342
H  3.980  1.739  5.111
H  2.760  -1.704  3.282
H  3.478  -1.217  1.710
H  6.302  -1.588  1.129
H  7.301  -2.341  2.455
H  4.765  -3.968  1.847
H  6.176  -4.106  0.572
H  6.438  -4.471  2.382
H  1.266  -0.405  3.909
H  1.178  -1.104  1.514
H  -0.110  -0.489  0.396
H  -0.329  -0.439  2.196
H  0.056  2.593  -0.140
H  0.021  3.149  1.574
H  -2.175  2.731  1.374
H  -1.703  1.215  2.210
H  -3.309  1.602  -0.231
H  -1.761  1.041  -0.996
H  -2.585  -0.636  1.544
H  -3.963  -0.496  0.364
H  -1.757  -2.091  0.158
H  2.302  -0.644  -0.181
H  2.729  1.649  -2.333
H  2.583  -0.121  -2.449
H  0.589  0.529  -3.245
H  0.037  0.065  -1.603
H  0.253  1.887  -2.143
H  1.359  4.773  1.341
H  2.671  5.518  0.385
H  0.153  5.786  -0.658
H  0.624  4.165  -1.518
H  1.675  5.642  -1.649
H  5.050  4.143  -0.149
H  4.005  4.533  -1.542
H  4.784  2.198  -2.680
H  6.015  2.108  -1.338
H  5.923  3.570  -2.383
C  2.032  10.813  0.625
C  0.989  9.804  0.184
O  0.424  10.177  -1.077
C  1.174  9.893  -2.157
O  2.256  9.351  -2.151
O  0.526  10.338  -3.242
C  1.254  10.177  -4.459
H  1.614  11.822  0.621
H  2.392  10.582  1.630
H  2.887  10.819  -0.054
H  0.169  9.789  0.905
H  1.399  8.791  0.142
H  1.587  9.146  -4.588
H  2.104  10.861  -4.477
H  0.587  10.429  -5.283
C  1.770  -3.348  6.398
C  3.191  -3.820  6.155
O  3.717  -4.472  7.314
C  3.315  -5.740  7.495
O  2.575  -6.358  6.769
O  3.860  -6.193  8.632
C  3.444  -7.511  8.989
H  1.719  -2.732  7.299
H  1.405  -2.765  5.548
H  1.094  -4.192  6.551
H  3.833  -2.957  5.962
H  3.256  -4.472  5.279
H  3.597  -8.212  8.166
H  2.396  -7.501  9.294
H  4.050  -7.835  9.835
C  3.191  -5.530  -3.875
C  3.207  -4.710  -2.601
O  2.426  -3.517  -2.749
C  1.098  -3.678  -2.640
O  0.525  -4.716  -2.419
O  0.516  -2.486  -2.838
C  -0.915  -2.528  -2.831
H  3.496  -4.920  -4.729
H  3.864  -6.386  -3.793
H  2.188  -5.903  -4.092
H  4.230  -4.389  -2.387
H  2.866  -5.293  -1.741
H  -1.292  -3.009  -1.930
H  -1.277  -3.043  -3.723
H  -1.280  -1.502  -2.851
C  -5.578  -0.668  -7.910
C  -4.144  -1.112  -8.124
O  -3.636  -1.783  -6.964
C  -4.020  -3.061  -6.822
O  -4.730  -3.676  -7.578
O  -3.496  -3.530  -5.679
C  -3.898  -4.862  -5.362
H  -5.664  -0.074  -6.996
H  -5.929  -0.072  -8.755
H  -6.243  -1.526  -7.795
H  -3.511  -0.235  -8.279
H  -4.045  -1.742  -9.012
H  -3.711  -5.542  -6.195
H  -4.953  -4.875  -5.083
H  -3.308  -5.194  -4.507
C  -8.066  -4.245  -6.978
C  -8.034  -5.108  -5.732
O  -8.161  -4.307  -4.550
C  -9.407  -3.908  -4.251
O  -10.404  -4.172  -4.874
O  -9.346  -3.143  -3.150
C  -10.600  -2.580  -2.766
H  -7.318  -3.451  -6.913
H  -7.871  -4.845  -7.869
H  -9.037  -3.759  -7.097
H  -7.069  -5.614  -5.664
H  -8.804  -5.885  -5.759
H  -11.370  -3.348  -2.676
H  -10.901  -1.816  -3.486
H  -10.471  -2.107  -1.792
C  -9.278  -4.008  1.405
C  -8.549  -2.711  1.117
O  -9.361  -1.582  1.463
C  -9.404  -1.279  2.770
O  -8.818  -1.859  3.651
O  -10.227  -0.234  2.929
C  -10.430  0.141  4.291
H  -10.257  -4.015  0.919
H  -8.699  -4.864  1.051
H  -9.454  -4.133  2.476
H  -8.348  -2.637  0.046
H  -7.583  -2.668  1.629
H  -9.480  0.299  4.805
H  -11.021  -0.621  4.803
H  -10.987  1.078  4.301

Computed properties:
- Calculated total energy: -7501.9443 hartree
- Orbital gap: 7.956 eV
- Charge: +1
- F_max: 6.04 eV Å⁻¹

Löwdin population analysis, charges in e, atoms 1 to 4: -0.109 -0.237 -0.162 -0.229